171
Properties=species:S:1:pos:R:3:forces:R:3:mulliken_charge:R:1 method="wB97M-V/def2-TZVPD" smiles=CCCCCCCCC[C@H](NCC)OC[C@@H](NN)P(O)Br.C1CCOC1.C1CCOC1.C1CCOC1.C1CCOC1.C1CCOC1.C1CCOC1.C1CCOC1.C1CCOC1.C1CCOC1 charge=0 gap_ev=8.7
C 2.119390 4.832671 2.512011 -1.1184 0.1796 -0.3002 -0.81
C 0.961357 5.957220 2.148237 0.2907 0.2192 0.0425 -0.14
C 1.357971 6.931987 0.881505 -0.6480 -0.0615 0.4176 -0.76
C 1.180891 6.220754 -0.598001 0.7161 1.3098 0.1911 0.18
C 2.485858 6.653047 -1.523197 -0.2674 -0.4006 -0.8749 -0.78
C 2.726744 5.508504 -2.709355 1.4230 -0.1524 0.1738 -0.35
C 4.305680 4.984092 -2.537953 -0.9706 -0.5721 1.0041 -0.87
C 4.340290 4.166300 -1.102468 0.5943 -0.5489 -0.0138 0.30
C 4.901334 2.602948 -1.260666 -1.8434 0.3585 0.4278 -0.82
C 4.116688 1.742093 -0.067554 1.6797 1.2728 -0.1988 0.07
N 5.072956 0.761508 0.578433 1.2939 1.2693 -0.3676 -0.25
C 5.734251 1.368801 1.824856 0.3467 -0.6077 0.8766 -0.28
C 4.725449 1.174486 3.114954 -0.0573 1.4103 -0.6144 -0.54
O 2.933352 1.133126 -0.697450 -0.1259 0.5613 2.5337 -0.40
C 1.838217 1.215071 0.284489 -0.9651 0.8493 0.8619 0.82
C 0.483102 0.383907 -0.115480 1.1163 0.9299 1.5356 -0.28
N -0.239732 1.026208 -1.317793 2.6809 -1.1172 0.9514 0.02
N -1.179690 1.905272 -0.802103 -0.8815 2.0075 1.1128 -0.49
P 0.737798 -1.479640 -0.442824 -1.7663 -1.3859 -0.2245 -0.10
O -0.242475 -2.277178 0.801486 1.8417 3.3044 0.4064 -0.21
Br 2.861636 -2.172111 -0.041225 -0.4663 0.5033 0.5413 -0.14
H 3.165919 5.326777 2.685526 -1.9403 -0.9627 -0.6142 0.31
H 2.098879 4.052202 1.620891 0.5190 1.4975 1.9740 0.05
H 1.816659 4.300278 3.513618 0.5413 0.8891 -2.0108 0.31
H 0.801343 6.607291 3.132173 0.0749 -1.4089 -2.3118 0.15
H -0.051132 5.410751 1.832717 2.1249 1.1330 1.0043 0.02
H 2.453684 7.340243 1.036343 -2.1657 -0.8363 -0.3995 0.31
H 0.613674 7.848828 0.901527 1.6299 -1.7319 0.0810 0.28
H 1.031669 5.048508 -0.525076 0.5127 2.4040 -0.1550 -0.31
H 0.240791 6.693788 -1.109710 1.6266 -1.1734 0.9705 0.46
H 2.330063 7.696308 -2.080751 0.0543 -2.2171 1.4132 0.38
H 3.468636 6.810819 -0.864240 -2.2010 -0.6741 -1.3727 0.25
H 2.542322 5.931673 -3.797104 0.3019 -0.8323 2.3025 0.40
H 2.054974 4.540582 -2.539048 1.2804 2.2155 -0.3860 0.05
H 4.606294 4.202408 -3.366576 -0.4970 1.8855 1.4604 0.36
H 5.055818 5.883818 -2.433853 -1.5285 -1.7614 -0.6598 0.31
H 3.277031 4.126359 -0.567462 2.1969 0.1614 -1.3742 -0.30
H 5.067650 4.693623 -0.351876 -1.4091 -0.9074 -1.2957 0.28
H 6.066759 2.581851 -1.157745 -2.2675 -0.1033 -0.1711 0.25
H 4.531478 2.112035 -2.278294 0.9873 1.1469 2.0686 0.31
H 3.778946 2.490974 0.787215 0.5327 -1.4856 -1.7831 -0.03
H 5.885456 0.655697 -0.101035 -1.6070 -0.1129 0.9861 0.37
H 6.052265 2.489712 1.649671 -0.7419 -1.9665 0.4670 0.20
H 6.740585 0.784349 2.090552 -2.2419 1.1265 -0.9688 0.35
H 5.289098 0.730980 4.053985 -1.3716 0.9018 -2.0338 0.32
H 3.820493 0.526201 2.753694 1.9007 0.9647 0.9379 0.03
H 4.297785 2.262296 3.356583 0.8270 -2.4456 -0.1380 0.09
H 1.529413 2.367203 0.333164 0.4489 -2.1838 -0.0328 -0.50
H 2.171786 0.941904 1.389384 -0.4961 0.2578 -2.3851 -0.17
H -0.275000 0.501190 0.789659 1.6808 -0.3332 -1.6725 0.28
H 0.536143 1.598777 -1.768918 -1.5883 -0.8851 0.3843 0.29
H -1.952689 1.420931 -0.295329 0.8327 0.1895 -0.8519 0.23
H -0.702923 2.547112 -0.120461 -0.8593 -0.5758 -0.5492 0.16
H -0.208286 -1.642442 1.600310 -0.2105 -1.6570 -1.4597 0.29
C 4.154892 -5.582250 -1.905054 -0.5657 -0.2237 -0.0582 0.08
C 5.608078 -5.367504 -1.569096 0.3035 0.3759 0.3445 -0.44
C 6.291843 -5.742860 -2.865712 0.2164 -0.2165 -0.2982 -0.51
O 5.379172 -5.423593 -3.925063 0.0844 -0.1290 0.2943 -0.39
C 4.095587 -5.140620 -3.350984 -0.0757 0.2903 -0.2082 -0.46
H 3.468202 -5.026885 -1.261232 0.1658 -0.1776 -0.2072 -0.01
H 3.910121 -6.648421 -1.829521 -0.0448 0.2001 0.0454 0.17
H 5.784609 -4.308543 -1.346575 0.0276 -0.0914 0.0165 0.16
H 5.954628 -5.958298 -0.717403 -0.0083 0.0456 -0.1110 0.30
H 6.494112 -6.818194 -2.911631 0.0855 -0.0089 0.0658 0.27
H 7.232098 -5.204254 -3.015000 -0.0883 -0.0399 -0.1228 0.29
H 3.925416 -4.061293 -3.429260 -0.1197 0.0251 0.0056 0.25
H 3.316288 -5.658710 -3.916641 0.1240 0.0207 -0.0565 0.31
C 3.632810 -3.180959 -7.979525 -0.0599 0.1694 -0.6295 -0.56
C 4.455268 -4.122227 -7.137913 -0.0095 -0.5788 0.2430 -0.35
C 5.201789 -3.167276 -6.232145 0.4246 0.1729 0.3526 -0.13
O 4.355680 -2.024472 -6.044463 -0.2075 -0.1489 -0.3312 -0.42
C 3.275877 -2.097356 -6.985710 -0.1475 0.2556 0.3684 -0.42
H 2.755545 -3.649252 -8.432943 0.0695 0.0811 0.0441 0.34
H 4.252297 -2.762924 -8.781909 -0.1058 -0.0298 0.0441 0.27
H 3.793193 -4.761656 -6.542207 0.1323 0.0141 -0.0366 0.09
H 5.119824 -4.765970 -7.719699 -0.0593 0.0681 0.1080 0.40
H 6.131029 -2.822205 -6.697766 0.0629 -0.0684 -0.0541 0.29
H 5.441675 -3.611110 -5.261615 -0.0451 0.1389 -0.1953 -0.06
H 2.366132 -2.351995 -6.431134 -0.0778 0.0236 -0.0822 0.28
H 3.133925 -1.122531 -7.460322 0.0447 -0.0133 0.1250 0.27
C -5.848953 0.847368 -1.837017 -0.0728 0.7056 -0.3916 0.34
C -5.469774 -0.586822 -2.101699 -0.2924 -0.5177 -0.0549 -0.71
C -4.118902 -0.687011 -1.427350 0.4866 -0.1116 -0.0888 -0.27
O -4.135040 0.230383 -0.324965 -0.0291 0.0210 -0.1095 -0.38
C -5.290098 1.071628 -0.448977 -0.1753 0.0699 0.4334 -0.51
H -6.923546 1.036619 -1.899574 0.0643 -0.0265 0.1236 0.08
H -5.342249 1.503709 -2.554516 -0.1080 -0.1542 0.1524 -0.08
H -6.184204 -1.256321 -1.608302 0.0706 -0.0019 -0.0776 0.34
H -5.436820 -0.844368 -3.163348 0.0549 0.0401 0.1088 0.31
H -3.313353 -0.382366 -2.103845 0.0013 -0.0776 -0.0524 0.11
H -3.905910 -1.696263 -1.063336 0.0579 0.1358 0.0808 0.29
H -6.007910 0.768867 0.321164 -0.0422 0.0901 0.0075 0.22
H -5.008197 2.113397 -0.273085 0.0776 -0.1073 0.0329 0.30
C -10.379388 3.112013 -3.136773 0.1904 0.0268 -0.6269 -0.61
C -11.477374 2.500290 -2.305537 -0.5986 0.1516 0.2161 -0.52
C -10.707311 1.554172 -1.410269 0.1852 -0.3769 0.1897 -0.43
O -9.409745 2.132256 -1.212108 -0.2245 0.0953 -0.2560 -0.37
C -9.246635 3.214637 -2.138973 0.2888 0.1802 0.3139 -0.12
H -10.647087 4.075278 -3.578292 0.0629 -0.1034 0.0518 0.35
H -10.102506 2.427634 -3.947513 -0.0126 0.1109 0.0523 0.26
H -11.960847 3.276552 -1.700764 0.0050 -0.1092 -0.0635 0.25
H -12.247626 1.997324 -2.895667 0.0858 0.0367 0.0938 0.33
H -10.569047 0.578615 -1.888323 -0.1033 -0.0352 0.0154 0.27
H -11.194536 1.402710 -0.442729 0.1574 0.0045 -0.0438 0.26
H -9.300975 4.150555 -1.572283 0.0435 0.0532 -0.0869 0.27
H -8.263017 3.149836 -2.612245 -0.0252 -0.0521 0.1360 0.09
C 1.659955 -6.500808 2.552056 -0.4993 -0.3806 0.1730 -0.01
C 3.113141 -6.286062 2.888014 0.3570 0.3764 0.4053 -0.58
C 3.796906 -6.661418 1.591398 0.1766 -0.2047 -0.3288 -0.53
O 2.884235 -6.342151 0.532047 -0.1460 -0.1567 0.6550 -0.26
C 1.600650 -6.059178 1.106126 -0.1105 0.3200 -0.3162 -0.17
H 0.973265 -5.945443 3.195878 0.0274 -0.0920 -0.0615 -0.19
H 1.415184 -7.566979 2.627589 -0.0347 0.1170 0.0223 0.30
H 3.289672 -5.227101 3.110535 0.0328 -0.1036 0.0020 0.20
H 3.459691 -6.876856 3.739707 -0.0082 0.0610 -0.1019 0.46
H 3.999175 -7.736752 1.545479 0.0918 -0.0169 0.0705 0.25
H 4.737161 -6.122812 1.442110 -0.0994 -0.0278 -0.0965 0.24
H 1.430479 -4.979851 1.027850 -0.1101 0.0045 0.0125 -0.09
H 0.821351 -6.577268 0.540469 0.1326 0.0315 -0.0557 0.37
C -2.503468 -4.161995 2.737918 0.1850 0.0343 -0.6332 -0.44
C -3.601454 -4.773719 3.569154 -0.5694 0.1557 0.2359 -0.59
C -2.831391 -5.719836 4.464422 0.1407 -0.3941 0.1756 -0.55
O -1.533825 -5.141753 4.662583 -0.1687 0.1181 -0.1859 -0.38
C -1.370715 -4.059372 3.735719 0.2428 0.1346 0.2189 0.03
H -2.771167 -3.198731 2.296399 0.0824 -0.1236 0.0216 0.27
H -2.226586 -4.846375 1.927178 0.0097 0.1498 0.0477 0.26
H -4.084927 -3.997457 4.173927 -0.0056 -0.1073 -0.0564 0.29
H -4.371706 -5.276684 2.979025 0.0900 0.0385 0.0920 0.35
H -2.693127 -6.695394 3.986369 -0.0958 -0.0294 0.0178 0.29
H -3.318616 -5.871298 5.431962 0.1579 -0.0003 -0.0342 0.27
H -1.425055 -3.123454 4.302408 0.0230 0.0917 -0.0608 0.21
H -0.387097 -4.124173 3.262446 -0.0445 -0.0163 0.0951 0.04
C 1.356508 -3.161578 8.157017 -0.2657 0.3708 0.4163 -0.55
C 1.012855 -4.183954 7.104694 -0.1569 -0.6405 -0.0389 -0.45
C 1.479768 -3.502797 5.836759 0.0002 0.2058 -0.3499 0.51
O 2.589197 -2.668230 6.197028 -0.2005 -0.1235 0.2566 -0.41
C 2.651406 -2.585213 7.627577 0.4380 0.0706 -0.0917 -0.54
H 1.455759 -3.580913 9.161401 0.0093 0.0718 -0.1028 0.36
H 0.584567 -2.383316 8.184462 0.0834 -0.0672 0.0507 0.26
H 1.593392 -5.098700 7.272905 -0.0920 0.0622 -0.0492 0.29
H -0.046675 -4.450999 7.080239 0.1497 0.0090 -0.0919 0.26
H 0.698099 -2.858378 5.420729 -0.0521 -0.0874 -0.0296 -0.01
H 1.790061 -4.215966 5.067623 0.0415 0.1233 0.0182 -0.30
H 3.512854 -3.175142 7.959125 -0.0016 0.0445 0.1061 0.29
H 2.803073 -1.545509 7.930404 0.0494 -0.0587 -0.1335 0.28
C -2.243492 5.161870 6.648741 -0.3054 0.3805 0.4476 -0.56
C -2.587145 4.139494 5.596418 -0.0773 -0.6498 -0.0543 -0.58
C -2.120232 4.820651 4.328483 0.0090 0.2554 -0.3869 -0.30
O -1.010803 5.655218 4.688752 -0.2540 -0.1786 0.3059 -0.26
C -0.948594 5.738236 6.119301 0.4327 0.0676 -0.0674 -0.49
H -2.144241 4.742535 7.653125 0.0076 0.0723 -0.1097 0.32
H -3.015433 5.940132 6.676187 0.0946 -0.0757 0.0493 0.26
H -2.006608 3.224748 5.764629 -0.0970 0.0616 -0.0383 0.27
H -3.646675 3.872449 5.571963 0.1291 0.0263 -0.0318 0.35
H -2.901901 5.465070 3.912453 -0.0545 -0.0891 -0.0464 0.26
H -1.809939 4.107482 3.559347 0.0595 0.1330 0.0211 0.18
H -0.087146 5.148306 6.450849 0.0000 0.0420 0.1056 0.29
H -0.796927 6.777939 6.422128 0.0397 -0.0688 -0.1337 0.28
C -3.164204 1.801711 -6.520033 0.3994 -0.4621 -0.1998 -0.53
C -4.514592 2.359615 -6.888716 -0.2518 0.4754 -0.3769 -0.59
C -5.348959 1.994299 -5.680405 -0.2803 -0.1967 0.3002 -0.45
O -4.465070 1.987867 -4.550880 0.0716 0.0297 -0.4786 -0.35
C -3.114293 2.052779 -5.028812 0.2323 0.1937 0.4060 -0.35
H -2.334596 2.266692 -7.058571 -0.0797 -0.0637 0.0943 0.35
H -3.141280 0.723560 -6.718532 0.0544 0.1166 0.0100 0.27
H -4.451899 3.450096 -6.983580 -0.0500 -0.1125 -0.0229 0.26
H -4.916658 1.957705 -7.822165 0.0109 0.0493 0.1201 0.34
H -5.772532 0.989196 -5.778987 -0.0872 0.0141 -0.0754 0.29
H -6.165054 2.701242 -5.505243 0.0734 -0.0742 0.1000 0.27
H -2.729765 3.054489 -4.808021 0.0957 -0.0538 -0.0088 0.23
H -2.500235 1.318804 -4.499753 -0.1279 0.0957 0.0675 0.18